1.
Formula: C4H5N3
Source: the Open Molecules 2025 dataset
Level of theory: ωB97M-V/def2-TZVPD

Geometry (Å):
C (1.3476, -0.5210, 0.2455)
N (-0.0652, -0.3039, -0.2374)
C (-0.7977, 0.8533, 0.3634)
C (-1.0784, 1.8719, -0.5351)
N (-1.3376, 2.6865, -1.3362)
C (-0.8848, -1.4132, 0.0074)
N (-1.5608, -2.3219, 0.2386)
H (1.2992, -0.6756, 1.3234)
H (1.8990, 0.3923, 0.0189)
H (1.7887, -1.3928, -0.2450)
H (-0.0379, -0.1508, -1.2540)
H (-0.5723, 0.9752, 1.4105)

For the largest force on an atom, the calculation gives 1.17 eV Å⁻¹. The energy is -8695.09483 eV. Its LUMO energy is -0.001 Eh. Its orbital gap is 7.8 eV.

2.
Formula: C3H7NO3
Source: the Open Molecules 2025 dataset
Level of theory: ωB97M-V/def2-TZVPD

Geometry (Å):
C (-1.5448, -0.6317, -0.5928)
N (-0.2010, -0.1685, -0.9995)
C (0.0397, 1.0654, -0.9848)
O (-0.8429, 1.9653, -0.5361)
H (-2.2365, -0.6475, -1.4099)
H (-1.4193, -1.8720, -0.5129)
H (-1.8245, -0.3910, 0.4125)
H (0.8705, 1.4848, -1.5280)
H (-1.3325, 1.4410, 0.0767)
O (0.8510, 0.2318, 2.0848)
C (1.8095, -0.2248, 1.5257)
O (1.9098, -1.0433, 0.5191)
H (2.9326, -0.1854, 1.9562)
H (0.9885, -1.0242, -0.0109)

For the largest force on an atom, the calculation gives 5.50 eV Å⁻¹. The energy is -10855.64391 eV. Its SMILES is C/N=C\O.O=CO. Its LUMO energy is 0.026 Eh. Its orbital gap is 11.0 eV.